No. 1
A molecular structure, C9H12NS2 at a distorted geometry. Source: OMol25; level of theory: wB97M-V/def2-TZVPD.

Each line ends with the Mulliken charge.
Positions of all 24 atoms, in Å:
C 3.5671 0.3244 0.0847  -0.52
C 2.9684 -0.5029 -0.8711  -0.56
C 2.7334 1.0536 0.8421  -0.70
C 1.6389 -0.5170 -1.0692  -0.33
C 1.3976 1.1110 0.6342  -0.56
C 0.7885 0.2309 -0.2840  0.11
C -2.6786 -0.6829 1.0391  -0.54
C -3.0890 0.6092 0.3439  -0.67
C -0.6544 0.3392 -0.4495  1.11
N -1.4518 -1.1208 0.4315  -0.26
S -1.5688 1.6115 0.3480  -0.05
S -1.1507 0.0308 -2.1837  -0.16
H 4.6597 0.1198 0.2502  0.34
H 3.5539 -1.2766 -1.4638  0.31
H 3.2269 1.6239 1.5948  0.40
H 1.0878 -1.1492 -1.8913  0.27
H 0.8536 1.8555 1.1366  0.41
H -2.5977 -0.5918 2.0685  0.39
H -3.4811 -1.3771 0.6899  0.26
H -3.4896 0.3526 -0.6352  0.37
H -3.8523 1.1854 0.9983  0.41
H -0.9342 -1.5089 1.1656  0.29
H -1.7146 -1.8764 -0.1826  0.38
H 0.1872 0.1560 -2.5969  0.30

Properties
- HOMO: -0.4767 hartree
- Total charge: +1
- ΔE to the lowest compared entry with this formula, charge and spin: 1.237 eV
- 2S+1: 1


No. 2
A molecular structure, C5H11NO at a distorted geometry. Source: OMol25; level of theory: wB97M-V/def2-TZVPD.

Each line ends with the Mulliken charge.
Positions of all 18 atoms, in Å:
C -1.2343 -1.3925 0.2214  -1.09
C 1.4065 -0.6083 -1.1294  -1.33
C -1.7358 1.0329 0.0465  -1.52
C 0.6457 0.0984 -0.0215  0.99
C -0.8015 -0.1407 0.0066  0.84
N 1.0728 1.3937 0.2365  -0.46
O 0.9896 -1.0446 1.3805  -0.69
H 1.1375 -0.8005 2.3033  0.22
H 2.0724 1.5338 0.2258  0.21
H 0.4570 2.1780 0.0905  0.19
H -0.6156 -2.2602 0.0742  0.23
H -2.2546 -1.5842 0.5178  0.30
H 0.9350 -0.4672 -2.1015  0.28
H 1.4241 -1.6678 -0.8851  0.35
H 2.4421 -0.2715 -1.1622  0.39
H -1.5639 1.6250 0.9487  0.36
H -1.6064 1.6786 -0.8249  0.35
H -2.7705 0.6971 0.0726  0.40

Properties
- HOMO: -0.3099 hartree
- Total charge: 0
- ΔE to the lowest compared entry with this formula, charge and spin: 2.988 eV
- 2S+1: 1


No. 3
A molecular structure, C22H35CaN2P at a distorted geometry. Source: OMol25; level of theory: wB97M-V/def2-TZVPD.

Each line ends with the Mulliken charge.
Positions of all 61 atoms, in Å:
C -2.7468 0.1558 -3.9781  -0.75
C -2.4487 -1.0567 -3.3583  -0.58
C -1.7119 -1.1155 -2.1457  -1.32
C -1.2865 0.0820 -1.5826  0.84
C -1.4705 1.2880 -2.2700  2.07
C -2.2517 1.3431 -3.4459  -0.78
C -1.5163 -2.4860 -1.5390  -0.52
C -0.2121 -3.3013 -1.8093  -1.34
N 1.0607 -2.6576 -1.8250  0.40
Ca -1.0562 1.0211 0.8476  1.11
C -0.7804 2.5555 -1.7599  -1.82
P 0.8331 2.0988 -0.9317  0.90
H -2.8270 -1.9873 -3.7811  0.39
H -2.4067 2.3083 -3.9503  0.35
H -3.3555 0.1644 -4.8865  0.35
H -1.4146 3.1320 -1.0459  0.46
H -0.5082 3.2532 -2.5706  0.47
H -1.6394 -2.4245 -0.4504  -0.20
H -2.3169 -3.1450 -1.9087  0.53
H -0.1398 -4.0615 -1.0083  0.55
C 1.3110 3.7736 -0.3907  -1.32
C 1.8270 1.9817 -2.4636  -1.43
H -0.3276 -3.8683 -2.7555  0.27
C 1.4600 -1.8147 -2.9148  -0.73
C 2.0042 -2.9025 -0.7585  -0.89
H 0.6976 1.8060 2.3969  0.25
H 2.0392 -2.3699 -3.6805  0.30
H 0.5650 -1.3782 -3.3949  0.22
H 2.0958 -0.9970 -2.5232  0.07
H 2.7658 -3.6587 -1.0244  0.30
H 2.5389 -1.9721 -0.4954  0.28
H 1.4618 -3.2620 0.1389  0.20
H 1.8435 2.9781 -2.9321  0.43
H 2.8578 1.6745 -2.2362  0.40
H 1.3937 1.2609 -3.1699  0.27
H 1.3478 4.4321 -1.2703  0.44
H 0.5960 4.1665 0.3461  0.33
H 2.3027 3.7150 0.0769  0.39
H 1.1519 1.5093 1.8963  -0.28
C 1.2065 -1.7383 6.0599  -0.95
N 0.9728 -1.6597 4.6514  0.16
C 1.3202 -2.7992 3.8597  -0.82
C 0.2038 -0.5851 4.0680  -1.12
C -1.1532 -1.0320 3.5811  0.53
C -1.9948 -1.6951 4.4958  -0.27
C -3.2081 -2.2244 4.0537  -0.60
C -3.5998 -2.0714 2.7248  -0.74
C -2.7852 -1.3500 1.8156  -0.33
C -1.6031 -0.8364 2.2979  -0.05
H 2.1695 -2.2342 6.2290  0.35
H 0.4359 -2.3328 6.5843  0.30
H 1.2163 -0.7275 6.4951  0.27
H 0.4857 -3.5146 3.7551  0.25
H 1.6289 -2.4925 2.8497  0.18
H 2.1501 -3.3163 4.3622  0.34
H 0.0919 0.1913 4.8510  0.28
H 0.8037 -0.1528 3.2403  0.30
H -1.6630 -1.7842 5.5378  0.27
H -3.8439 -2.7462 4.7683  0.37
H -4.5313 -2.5061 2.3573  0.35
H -3.0973 -1.2489 0.7734  0.33

Properties
- HOMO: -0.2572 hartree
- Total charge: 0
- 2S+1: 1


No. 4
14 unconnected molecules or ions with the total composition C3H34NO13S at a distorted geometry. Source: OMol25; level of theory: wB97M-V/def2-TZVPD.

Each line ends with the Mulliken spin population.
Positions of all 52 atoms, in Å:
C -0.1135 2.8767 1.4732  0.00
N 0.3449 2.3532 0.1606  0.02
C 1.7528 2.6565 -0.1075  0.02
C 2.5351 1.5079 -0.7682  -0.01
S 4.2176 1.4044 0.1343  0.99
H -0.2306 3.9413 1.3870  0.00
H 0.5795 2.6635 2.3200  0.00
H -1.0759 2.4718 1.7213  0.00
H 0.0402 1.4139 -0.0229  0.00
H 1.7297 3.4577 -0.9736  0.02
H 2.1645 3.1465 0.7748  -0.01
H 2.8341 1.7806 -1.8178  -0.01
H 2.0613 0.5736 -0.6001  0.00
H 0.3637 0.4459 -4.0837  0.00
H -0.5536 1.4050 -3.0875  0.00
O -0.4844 0.6391 -3.6943  0.00
H 2.1835 -2.6473 -0.1302  0.00
H 0.7927 -3.0817 0.4941  0.00
O 1.3152 -3.0184 -0.3395  0.00
H -1.5347 3.2829 -2.0264  0.00
H -0.1929 3.9778 -2.1634  0.00
O -0.7085 3.2263 -2.5070  0.00
H -3.4557 0.2272 1.8671  0.00
H -3.8957 1.0031 0.7633  0.00
O -3.5926 1.1514 1.6706  0.00
H -1.5808 1.7292 -1.1445  0.00
H -2.7084 0.7397 -1.5386  0.00
O -2.5515 1.6677 -1.2014  0.00
H -1.8754 -1.9945 -1.9555  0.00
H -1.5432 -1.7638 -3.4102  0.00
O -2.2579 -2.1775 -2.8103  0.00
H -0.3353 -2.0047 1.8894  0.00
H 0.8153 -2.6756 2.5873  0.00
O 0.0076 -2.8858 2.0578  0.00
H -1.6887 -0.7167 0.0159  0.00
H -1.3203 -0.0839 1.2520  0.00
O -2.0031 -0.6922 0.9579  0.00
H 0.1402 -1.7043 -1.0517  0.00
H -0.3039 -0.5500 -2.1172  0.00
O -0.4064 -0.8806 -1.1834  0.00
H -2.9685 -3.6397 1.5101  0.00
H -2.9513 -2.1028 1.2222  0.00
O -3.3661 -2.7975 1.7350  0.00
H 2.8790 1.0887 1.5569  -0.01
H 3.0709 1.2894 3.2382  0.00
O 2.4391 1.0249 2.5615  0.00
H 3.2875 -1.7665 2.1069  0.00
H 2.2006 -0.7369 2.4330  0.00
O 2.3371 -1.6966 2.2362  0.00
H -1.6312 -3.2668 -0.2961  0.00
H -1.0317 -4.5476 -0.3759  0.00
O -1.9212 -4.1668 -0.4825  0.00

Properties
- Expectation value of S²: 0.75
- HOMO (spin up / spin down): -0.3520 / -0.3511 hartree
- Total charge: 0
- ΔE to the lowest compared entry with this formula, charge and spin: 0.000 eV
- 2S+1: 2


no.,total energy (hartree)
1,-1200.962797
2,-327.021530
3,-1987.582809
4,-1565.642536